# 1
ORCA calculation (ωB97M-V with the def2-TZVPD basis set) on a 2-piece molecular cluster, H4N2O3Si overall.

```
10
Properties=species:S:1:pos:R:3:forces:R:3
N -1.104205 1.234872 -0.370396 -1.3 -0.9 -0.3
N -0.038809 -1.507352 -0.053143 0.1 -2.3 0.3
O 1.037521 -2.140704 0.026829 -1.1 1.3 -0.2
O -1.122850 -2.108664 -0.113080 1.3 1.8 -0.1
O 1.541524 0.740111 -0.724144 -2.1 1.9 -0.1
Si 0.280115 0.362165 0.143125 -1.9 -0.5 2.9
H -1.933174 0.741973 -0.862619 2.1 1.1 1.3
H -1.407989 2.003329 0.241563 0.0 -0.7 -0.6
H 2.334076 0.317863 -0.847145 2.9 -1.7 -0.2
H 0.413790 0.356406 2.559010 0.0 0.1 -3.2
```
Forces are in eV/Å.

The calculation puts the lowest unoccupied orbital energy (spin up / spin down) at -0.0322 / -0.0321 Ha. The value obtained for the energy relative to the best compared isomer or geometry (same formula, charge and spin) is 278.8 kJ/mol. The total energy comes out at -17061.876 eV. For the highest occupied orbital energy (spin up / spin down), the calculation gives -9.81 / -9.80 eV.

---

# 2
ORCA calculation (ωB97M-V with the def2-TZVPD basis set) on H4N2OS in the gas phase.

```
8
Properties=species:S:1:pos:R:3:forces:R:3
N -0.286460 1.209703 -0.140371 2.7 -0.5 1.5
N 0.102807 -1.302662 -0.274954 -0.2 -1.8 0.7
O 2.027548 0.286727 0.712635 -3.2 -0.8 -3.2
S 1.041864 0.089871 -0.478711 0.6 0.9 2.5
H -1.122672 1.141701 -0.648770 -0.9 -0.3 -1.0
H 0.048277 2.152015 0.022922 0.0 -0.1 -0.2
H -0.288433 -1.853396 -1.094035 1.2 1.2 1.4
H 0.220445 -1.864341 0.624093 -0.2 1.4 -1.7
```
Forces are in eV/Å.

The calculation puts the lowest unoccupied orbital energy at 0.0260 Ha. The value obtained for the energy relative to the best compared isomer or geometry (same formula, charge and spin) is 67.8 kJ/mol. The total energy comes out at -15926.362 eV. For the highest occupied orbital energy, the calculation gives -9.23 eV.

---

# 3
ORCA calculation (ωB97M-V with the def2-TZVPD basis set) on H4N2S2 as an isolated structure.

```
8
Properties=species:S:1:pos:R:3:forces:R:3
N -0.337376 -0.130079 -2.098806 0.5 3.3 2.6
N 0.234192 -0.674902 1.290522 0.5 -0.2 -0.7
S -0.302102 -0.630180 -0.220854 -1.0 -2.3 -1.2
S 0.039071 0.556263 2.316226 1.8 0.4 2.5
H 0.002533 0.878546 -1.987431 -1.0 -1.2 -0.8
H 0.475195 -0.521912 -2.496199 1.2 -1.2 -0.8
H -1.211209 0.325503 -0.076549 -0.4 0.4 -0.1
H 1.099696 0.196761 3.273090 -1.7 0.7 -1.5
```
Forces are in eV/Å.

The calculation puts the lowest unoccupied orbital energy (spin up / spin down) at -0.0247 / -0.0248 Ha. The value obtained for the energy relative to the best compared isomer or geometry (same formula, charge and spin) is 307.7 kJ/mol. The total energy comes out at -24711.583 eV. For the highest occupied orbital energy (spin up / spin down), the calculation gives -8.20 / -8.19 eV.

---

# 4
ORCA calculation (ωB97M-V with the def2-TZVPD basis set) on a 2-piece molecular cluster, H4N3OPS overall.

```
10
Properties=species:S:1:pos:R:3:forces:R:3
N -0.090659 0.537092 1.523011 0.4 1.9 -2.1
N 0.085015 1.775010 -0.649204 0.5 1.7 1.5
N -1.692858 1.133578 -2.578203 -0.6 0.0 0.1
O 1.529024 -1.388077 0.214446 -0.4 -0.4 1.1
P -0.431885 0.742760 -1.817981 0.8 -1.7 -1.1
S 0.554630 1.794471 0.788480 -1.7 -2.9 0.9
H -0.004378 0.357275 2.499474 0.6 0.7 1.0
H 1.203839 -1.075517 1.103917 0.3 -0.6 -1.5
H 1.200692 -2.305867 0.109090 0.3 0.9 0.2
H -2.375516 1.817875 -2.303845 -0.1 0.5 0.0
```
Forces are in eV/Å.

The calculation puts the lowest unoccupied orbital energy at -0.0485 Ha. The value obtained for the energy relative to the best compared isomer or geometry (same formula, charge and spin) is 297.8 kJ/mol. The total energy comes out at -26704.443 eV. For the highest occupied orbital energy, the calculation gives -9.48 eV.

---

# 5
ORCA calculation (ωB97M-V with the def2-TZVPD basis set) on a 2-piece molecular cluster, H4N3OPS overall.

```
10
Properties=species:S:1:pos:R:3:forces:R:3
N 1.149564 0.592562 -1.127912 -1.8 -0.6 -1.9
N -0.883811 -0.501921 -1.637591 -0.5 -0.4 -1.9
N -1.552948 -1.246248 0.690199 -0.5 -0.4 2.7
O 0.468837 0.676067 1.657227 -12.5 -8.3 -0.4
P -0.329240 -1.105131 -0.151252 0.6 -1.5 -1.6
S 0.244949 0.185924 -2.379359 1.4 1.3 2.4
H 1.856741 1.255334 -1.276541 1.7 0.8 -0.6
H 0.226265 -0.349608 1.650611 2.0 3.6 0.8
H 1.142824 1.143351 1.698101 10.5 5.2 0.7
H -2.323181 -0.650331 0.876517 -0.8 0.2 -0.3
```
Forces are in eV/Å.

The calculation puts the lowest unoccupied orbital energy (spin up / spin down) at -0.0510 / -0.0510 Ha. The value obtained for the energy relative to the best compared isomer or geometry (same formula, charge and spin) is 516.4 kJ/mol. The total energy comes out at -26702.177 eV. For the highest occupied orbital energy (spin up / spin down), the calculation gives -9.25 / -9.25 eV.

---

# 6
ORCA calculation (ωB97M-V with the def2-TZVPD basis set) on a 2-piece molecular cluster, H4N4O overall.

```
9
Properties=species:S:1:pos:R:3:forces:R:3
N -2.181745 -0.827277 -0.149062 1.3 -0.7 0.7
N 1.028321 -0.384154 0.667250 1.9 -3.9 2.1
N 0.339908 1.269648 -0.492162 -5.3 4.9 -3.4
N 1.100461 0.371793 -0.327807 3.4 -1.4 1.1
O -2.371393 0.249535 0.344110 0.5 -1.0 -0.3
H 1.923954 -0.960517 0.778908 -1.7 0.9 -0.7
H -1.152879 -1.302135 0.179119 -2.0 1.6 -0.4
H -0.612497 1.186124 -0.033852 2.1 -0.1 0.3
H 1.925867 0.396985 -0.966500 -0.4 -0.2 0.5
```
Forces are in eV/Å.

The calculation puts the lowest unoccupied orbital energy at -0.0124 Ha. The value obtained for the energy relative to the best compared isomer or geometry (same formula, charge and spin) is 228.4 kJ/mol. The total energy comes out at -8066.513 eV. For the highest occupied orbital energy, the calculation gives -9.03 eV.

---

# 7
ORCA calculation (ωB97M-V with the def2-TZVPD basis set) on H4N4O2S in the gas phase.

```
11
Properties=species:S:1:pos:R:3:forces:R:3
N 0.741920 -0.323497 0.541871 -4.6 1.0 -3.0
N -2.683450 0.003477 -0.356782 -0.6 2.2 -1.0
N -0.367802 -0.119972 -0.366051 4.5 -0.4 3.5
N -1.462081 -0.333527 0.215077 -2.2 -1.3 0.6
O 2.986152 -1.090848 0.316893 1.1 -0.2 0.1
O 2.655294 1.420859 0.277721 -2.8 -0.8 -0.8
S 2.159323 -0.096891 -0.327124 -0.3 0.7 -0.2
H -3.274485 -0.657300 -0.798767 0.0 -2.3 0.4
H -2.621464 0.629594 -1.158257 1.0 0.6 0.6
H 3.550049 1.315014 0.499206 2.2 -0.3 0.7
H -1.683457 -0.746904 1.156215 1.5 0.7 -0.9
```
Forces are in eV/Å.

The calculation puts the lowest unoccupied orbital energy (spin up / spin down) at -0.0059 / -0.0059 Ha. The value obtained for the energy relative to the best compared isomer or geometry (same formula, charge and spin) is 46.8 kJ/mol. The total energy comes out at -20950.874 eV. For the highest occupied orbital energy (spin up / spin down), the calculation gives -9.16 / -9.16 eV.

---

# 8
ORCA calculation (ωB97M-V with the def2-TZVPD basis set) on a 2-piece molecular cluster, H4NO2P2 overall.

```
9
Properties=species:S:1:pos:R:3:forces:R:3
N -0.243475 1.174041 0.084632 -1.7 0.4 1.3
O -2.534827 0.178743 -1.012908 0.6 0.7 0.0
O -2.151430 0.043358 1.552752 0.7 0.4 -0.7
P -0.726922 -1.747530 -0.473115 0.1 -1.1 1.5
P -1.592028 0.137740 0.165089 -1.9 -0.4 0.9
H -0.159110 1.552168 -0.815742 0.4 0.4 -1.5
H 0.398941 0.449630 0.256404 2.1 -0.3 0.2
H -2.120095 -2.125842 -0.040146 1.7 -0.4 -0.1
H 0.880343 -2.135307 1.250395 -1.8 0.2 -1.6
```
Forces are in eV/Å.

The calculation puts the lowest unoccupied orbital energy (spin up / spin down) at 0.1129 / 0.1130 Ha. The charge is -1. The value obtained for the energy relative to the best compared isomer or geometry (same formula, charge and spin) is 332.6 kJ/mol. The total energy comes out at -24227.747 eV. For the highest occupied orbital energy (spin up / spin down), the calculation gives -4.67 / -4.71 eV.

---

# 9
ORCA calculation (ωB97M-V with the def2-TZVPD basis set) on a 2-piece molecular cluster, H4NO2PS overall.

```
9
Properties=species:S:1:pos:R:3:forces:R:3
N 0.368404 -0.917654 0.273466 -0.3 0.4 -1.1
O -0.694300 1.333633 0.940804 0.3 0.4 0.7
O -2.118698 -0.179781 -0.339276 1.0 -0.4 0.1
P -0.564414 0.402208 -0.359457 -0.3 0.0 -1.0
S 2.585270 0.091006 -0.195532 -1.4 -0.3 0.3
H 0.068590 -1.544143 -0.522525 1.1 -0.2 0.6
H 0.177540 1.283141 1.341147 0.2 0.4 0.7
H -2.620278 0.631711 -0.417618 -0.8 0.2 -0.1
H 2.797889 -1.100119 -0.721008 0.3 -0.5 -0.2
```
Forces are in eV/Å.

The calculation puts the lowest unoccupied orbital energy (spin up / spin down) at -0.0730 / -0.0741 Ha. The value obtained for the energy relative to the best compared isomer or geometry (same formula, charge and spin) is 429.7 kJ/mol. The total energy comes out at -25772.029 eV. For the highest occupied orbital energy (spin up / spin down), the calculation gives -8.72 / -9.03 eV.

---

# 10
ORCA calculation (ωB97M-V with the def2-TZVPD basis set) on a 2-piece molecular cluster, H4NO2PS overall.

```
9
Properties=species:S:1:pos:R:3:forces:R:3
N -2.124205 -0.665216 0.173667 0.9 0.2 1.2
O 1.759528 -0.842137 0.397796 1.7 -0.6 0.7
O -0.147069 0.268774 1.348479 2.7 1.1 0.5
P 0.397300 -0.229730 -0.062403 -1.7 0.1 -1.7
S 0.877326 1.629045 -1.148456 0.2 -0.4 -1.1
H -2.607930 -0.867248 -0.659834 -0.8 -0.4 -1.8
H 1.934678 -0.730797 1.349476 0.0 0.0 -0.4
H -1.058324 0.198022 1.134043 -2.7 0.0 0.5
H 0.968696 1.239286 -2.532766 -0.3 0.0 2.2
```
Forces are in eV/Å.

The calculation puts the lowest unoccupied orbital energy (spin up / spin down) at -0.0666 / -0.0537 Ha. The value obtained for the energy relative to the best compared isomer or geometry (same formula, charge and spin) is 572.3 kJ/mol. The total energy comes out at -25770.551 eV. For the highest occupied orbital energy (spin up / spin down), the calculation gives -8.89 / -8.79 eV.

---

# 11
ORCA calculation (ωB97M-V with the def2-TZVPD basis set) on H4NOPS2 in the gas phase.

```
9
Properties=species:S:1:pos:R:3:forces:R:3
N -0.328616 1.184167 0.810624 -1.0 -0.6 -0.1
P 0.363992 -0.180773 0.078945 1.0 1.0 3.4
O 0.147607 -0.018741 -1.425427 -0.1 0.4 -3.7
S 2.194170 -0.168997 0.687672 0.1 -0.5 -0.3
S -0.585062 -2.057198 0.397824 0.4 0.6 0.9
H 0.168258 2.072106 0.803161 0.3 -0.7 -0.1
H -1.281122 1.315712 1.131670 0.1 -0.5 -0.4
H 0.907460 -0.194218 -2.021849 -0.6 0.1 0.7
H -1.586691 -1.952061 -0.462624 -0.3 0.3 -0.4
```
Forces are in eV/Å.

The calculation puts the lowest unoccupied orbital energy at 0.0150 Ha. The value obtained for the energy relative to the best compared isomer or geometry (same formula, charge and spin) is 24.7 kJ/mol. The total energy comes out at -34563.534 eV. Its SMILES is N[P@@](O)(=S)S. For the highest occupied orbital energy, the calculation gives -8.71 eV.

---

# 12
ORCA calculation (ωB97M-V with the def2-TZVPD basis set) on H4NP in the gas phase.

```
6
Properties=species:S:1:pos:R:3:forces:R:3
N -0.577089 0.481808 -0.344011 0.3 -0.6 -2.8
P 0.198891 -1.029720 -0.110946 2.5 0.4 -1.4
H -0.470374 0.912669 -1.251753 0.2 -0.4 -0.7
H -0.615061 1.242891 0.248729 -1.0 1.6 2.9
H -0.121567 -0.935005 1.150614 -1.5 0.1 3.3
H 1.585200 -0.672641 0.307366 -0.5 -0.9 -1.4
```
Forces are in eV/Å.

Its spin multiplicity is 3. The calculation puts the lowest unoccupied orbital energy (spin up / spin down) at 0.0468 / -0.1170 Ha. The value obtained for the energy relative to the best compared isomer or geometry (same formula, charge and spin) is 81.0 kJ/mol. The total energy comes out at -10837.860 eV. For the highest occupied orbital energy (spin up / spin down), the calculation gives -4.37 / -10.50 eV.